[1]
This record from OMol25 describes a cluster of 5 separate species, C6H23NO5 in total in a non-equilibrium geometry. The level of theory is ωB97M-V/def2-TZVPD.

Calculated values
- Energy above the lowest of the compared OMol25 structures with the same formula, charge and spin: 30.07 kcal per mole
- Max |F|: 0.0791 Eh/bohr
- Orbital gap (spin up / spin down): 0.4333 / 0.2173 hartree
- Expectation value of S²: 0.75
- Spin multiplicity: 2
- Charge: +1
- E_HOMO (spin up / spin down): -0.5400 / -0.5399 Ha

```
35
Properties=species:S:1:pos:R:3:forces:R:3
C -0.9123 0.4238 -0.4336 -1.150 0.467 -0.043
H 1.5182 0.4840 1.5042 -0.643 1.207 -0.211
H 0.6013 -1.1814 1.6563 1.993 -1.215 0.922
H -0.7613 -0.0032 -1.4493 0.636 -0.053 0.956
C -0.8976 -2.0050 -0.0652 -0.337 -2.975 0.456
H 2.1604 1.9056 -0.8967 1.176 0.835 0.485
H -1.9359 -0.6092 1.0210 -0.826 0.226 1.495
H 1.1698 -0.9648 -3.3851 0.151 0.337 -0.768
H -2.5329 1.7059 0.4135 0.268 -0.344 -0.560
O 2.5897 -2.0323 -0.4810 -1.149 -0.200 -1.213
H -0.0546 1.0549 2.1096 0.461 0.086 -0.233
H 0.1162 -2.1695 -0.3569 0.710 0.274 -0.215
H -1.4177 2.0446 2.1954 0.156 0.179 0.066
H 2.1446 -1.9651 0.3686 0.387 -0.041 0.644
N -1.0651 -0.6903 0.5490 -0.405 0.988 -3.923
H 1.1740 2.2550 1.7363 0.109 -0.225 -0.149
H -3.1055 0.5730 -0.8426 0.569 0.012 0.116
C 0.2353 1.4082 -0.0610 1.577 0.606 -0.718
H 1.8271 0.1427 -0.9425 -0.155 1.071 0.065
H -1.1597 -2.8017 0.6590 0.185 0.693 0.007
H 1.2870 -1.5999 -2.0710 2.011 -0.671 2.061
H 1.1287 1.2899 -2.0904 -0.445 0.059 -0.305
O -1.7835 -2.2162 -1.1196 0.324 1.130 -0.402
H 3.5051 -1.8376 -0.3661 0.960 0.155 0.240
H -2.1672 1.9816 -1.2668 0.368 0.445 -0.565
O -1.8799 2.8225 2.5068 0.263 1.092 -0.390
O 0.6820 -1.4823 -2.7565 -2.216 0.108 -1.235
C 1.4159 1.1809 -1.0557 -0.965 -1.665 0.522
H -1.3485 -1.9714 -1.9757 -0.162 -0.233 0.638
H -0.0998 2.4521 -0.2535 -0.274 -0.806 0.236
C -2.2464 1.2015 -0.5407 -0.947 -0.496 1.488
H 1.0239 -2.5324 2.2403 -0.827 -2.292 1.171
O 1.4017 -1.7664 1.8937 -1.220 3.303 -1.360
H -1.3634 3.5938 2.1652 -0.625 -0.967 0.474
C 0.7506 1.3089 1.3909 0.039 -1.089 0.248
```
Positions in Å, forces in eV/Å.

=====

[2]
This record from OMol25 describes a cluster of 6 separate species, C6H23NO6 in total in a non-equilibrium geometry. The level of theory is ωB97M-V/def2-TZVPD.

Calculated values
- Energy above the lowest of the compared OMol25 structures with the same formula, charge and spin: 24.41 kcal per mole
- SMILES: CCCN(C)CC=O.O.O.O.O.O
- Max |F|: 0.0268 Eh/bohr
- Orbital gap: 0.3553 hartree
- Spin multiplicity: 1
- Charge: 0
- E_HOMO: -0.3533 Ha

```
36
Properties=species:S:1:pos:R:3:forces:R:3
H 0.3999 2.8340 1.5096 0.129 0.044 -0.040
H 1.8000 -0.0759 -1.6365 0.109 -0.128 0.035
C 0.4933 -1.7576 0.7463 -0.610 0.246 0.317
H -0.9326 -0.8555 2.6727 -0.456 0.187 0.559
H -1.7611 1.3131 -0.2858 -0.210 -0.208 -0.012
H 1.2804 -2.4093 0.3610 0.298 0.032 -0.158
C -0.7414 0.9501 -0.1266 0.946 -0.183 -0.389
O -1.8174 -0.7156 3.0831 0.303 -0.145 -0.357
H 2.3305 -0.3505 1.6132 0.853 0.576 -0.315
O 2.7052 -0.4290 -1.5913 -0.082 0.452 0.788
H 2.6016 -3.3489 -2.8318 0.047 -0.031 -0.042
C 0.1922 3.2018 0.5021 -0.220 0.236 -0.200
H -3.3017 -0.1971 2.2016 -0.343 0.119 -0.212
O 0.6036 -1.2127 1.8346 0.206 -0.299 -0.406
O 1.9586 -2.9421 -2.2483 -0.206 0.171 0.112
H -0.7927 3.6772 0.5408 0.004 -0.132 -0.042
H 2.9540 -0.2721 -0.6413 -0.111 -0.142 -0.806
H 1.2547 1.6580 -0.5490 -0.065 -0.030 -0.001
H -1.7097 -0.5481 4.0208 0.209 -0.017 0.040
H -0.8615 -1.1208 -2.7734 0.074 0.073 0.027
H 3.0661 1.0085 1.4194 -0.056 0.614 0.230
C -0.7100 -1.5367 -0.1396 0.236 0.324 -0.580
N -0.4431 -0.2853 -0.8950 -0.570 0.089 0.353
H -2.2713 -0.3992 -2.0023 0.073 0.165 0.057
H -0.7587 -2.3411 -0.8738 0.031 -0.060 0.080
H 0.8975 3.9916 0.2417 0.096 -0.058 0.123
O 3.0994 0.0925 1.1702 -0.725 -1.158 0.198
H 2.2771 -2.0232 -2.0991 0.108 -0.353 0.028
H -0.9982 0.6296 -2.7035 0.035 0.232 -0.020
C 0.2414 2.0654 -0.5159 -0.283 -0.097 0.542
H 0.0040 2.4327 -1.5122 0.038 0.075 -0.130
H -3.5783 -0.0094 0.7134 -0.547 0.119 0.704
H -1.6445 -1.5267 0.4319 -0.004 0.116 0.120
C -1.1847 -0.2826 -2.1514 -0.070 -0.675 -0.140
H -0.6297 0.7321 0.9300 0.005 0.017 0.183
O -4.0227 0.0527 1.5842 0.755 -0.170 -0.642
```
Positions in Å, forces in eV/Å.

=====

[3]
This record from OMol25 describes a cluster of 6 separate species, C6H23NO6 in total in a non-equilibrium geometry. The level of theory is ωB97M-V/def2-TZVPD.

Calculated values
- Energy above the lowest of the compared OMol25 structures with the same formula, charge and spin: 84.77 kcal per mole
- SMILES: C=C(C)C[C@@H](N)CO.O.O.O.O.O
- Max |F|: 0.0822 Eh/bohr
- Orbital gap: 0.3647 hartree
- Spin multiplicity: 1
- Charge: 0
- E_HOMO: -0.3466 Ha

```
36
Properties=species:S:1:pos:R:3:forces:R:3
H -3.2727 -1.2961 -0.3222 0.649 -0.384 -4.142
C -1.1476 1.9171 1.8323 -1.255 2.082 -2.751
O -1.5198 1.1209 2.8526 0.964 0.282 2.835
H -0.6066 -1.4189 3.8875 0.335 -1.471 -1.083
H 0.1250 -1.3514 2.5514 -1.073 -2.345 1.341
C 0.6456 0.1080 -2.0591 2.358 -1.293 -2.183
H 1.5875 -0.7240 0.0318 0.395 -0.925 0.481
H 3.0638 1.4899 -1.1126 0.060 0.007 -0.182
C 0.9523 1.2190 -1.3900 -0.919 -0.160 -0.678
H 2.4042 1.7608 -2.7890 0.304 0.395 1.537
O -3.4002 -1.0769 0.5449 -0.463 -0.215 3.794
H 0.1095 2.9502 -0.3656 -0.047 -1.308 -0.204
H -0.6236 2.7711 2.3118 -0.108 -0.316 -0.739
H 2.6967 -1.5927 0.6003 2.225 0.106 1.239
N 1.0684 0.9727 1.3767 1.301 0.484 -2.721
C -0.1191 1.8405 -0.5520 1.595 2.429 1.586
H -2.0397 2.3162 1.2200 0.816 -0.212 1.082
C 2.2377 1.9430 -1.6740 0.794 -2.362 -1.696
O 1.8817 -1.6622 0.1822 -2.613 0.814 -1.275
O 0.8610 -2.7628 -2.1121 -0.438 0.165 1.153
H 0.8496 -2.3690 -1.1853 0.772 -0.911 -1.488
H -2.2790 -1.7074 -2.3068 -0.786 -0.136 -0.200
H 1.4165 -0.4675 -2.7347 -1.237 1.589 1.384
H -2.0961 0.4598 2.5751 -1.658 -1.895 -0.979
H 1.8633 1.6105 1.1824 -1.230 -0.055 -0.713
H 1.1169 0.9613 2.3310 -0.659 -0.453 3.150
H -1.3494 -2.6313 -1.6581 -3.058 -0.510 -0.152
O -0.3217 -2.0645 3.1669 0.774 3.857 -0.345
H -0.6336 0.0055 0.6658 -0.044 3.297 0.230
O -2.3945 -2.5213 -1.7887 3.943 0.564 0.107
C -0.3046 1.2093 0.8041 2.100 -3.640 0.461
H -0.2850 -0.4152 -2.2076 -0.523 0.303 0.896
H 1.5469 -3.4504 -2.1013 -0.414 0.373 0.234
H 2.2967 2.9767 -1.5020 -0.511 1.416 0.390
H -3.3564 -1.9958 0.8711 -0.075 0.635 0.566
H -0.9737 1.8753 -1.1269 -2.273 -0.207 -0.938
```
Positions in Å, forces in eV/Å.

=====

[4]
This record from OMol25 describes a structure of composition C6H24AsF6N12O6Tl in a non-equilibrium geometry. The level of theory is ωB97M-V/def2-TZVPD.

Calculated values
- Energy above the lowest of the compared OMol25 structures with the same formula, charge and spin: 10.82 kcal per mole
- Max |F|: 0.0486 Eh/bohr
- Orbital gap: 0.1213 hartree
- Spin multiplicity: 1
- Charge: +2
- E_HOMO: -0.5551 Ha

```
56
Properties=species:S:1:pos:R:3:forces:R:3
O -13.6484 -11.1043 -1.0186 -0.229 -0.740 -0.166
H -17.8147 -11.6096 -7.4694 -0.020 0.147 -0.221
H -7.6947 -12.3564 -2.0508 0.018 -0.017 -0.021
C -12.3723 -14.8463 -1.2704 0.571 0.113 0.893
H -17.6449 -8.1343 -4.0104 -0.024 0.191 -0.310
H -14.7223 -12.4542 0.8163 -0.031 0.022 0.301
O -11.1305 -10.7279 -5.5962 -0.185 -0.786 0.118
H -13.3849 -13.9056 0.1679 -0.201 -0.171 0.326
H -16.1326 -8.2688 -4.8353 0.169 0.018 0.211
H -17.1798 -10.5206 -1.6500 -0.131 -0.049 0.050
H -12.4161 -10.1260 1.7148 0.055 0.170 0.050
H -8.4504 -11.6409 -0.1420 -0.160 0.235 0.634
N -9.4116 -11.5344 -0.4145 0.418 0.028 -0.235
O -10.7852 -11.6786 -2.2188 -0.663 0.609 0.262
H -11.1943 -16.1225 -2.3468 0.001 -0.094 0.100
F -15.4454 -12.7130 -2.3801 -0.014 -0.319 0.069
H -12.8315 -15.5117 0.6142 -0.317 0.013 0.123
N -9.0364 -11.0690 -6.5090 -0.633 -1.300 0.624
O -15.1662 -9.8278 -2.9916 0.268 -0.045 -0.433
H -18.2038 -9.3493 -2.4488 -0.447 -0.239 0.639
H -10.7908 -8.4500 -6.3630 0.266 0.365 -0.049
H -9.2477 -12.0533 -6.5592 0.313 0.010 -0.008
N -17.9973 -12.3951 -5.1700 0.862 0.292 0.626
O -15.7690 -11.9137 -5.0823 0.226 0.963 0.798
N -17.2879 -9.6609 -2.1784 0.802 0.061 -0.976
N -11.6253 -15.9545 -1.4540 -0.159 0.215 -0.807
F -15.8281 -13.4527 -0.0266 -0.155 0.108 -0.482
H -12.0818 -9.4487 0.1790 -0.274 -0.105 -0.302
H -11.3585 -16.4799 -0.6435 0.186 -0.302 -0.142
H -8.7814 -12.4511 -3.3877 0.116 0.082 -0.025
N -8.5789 -12.1155 -2.4621 -0.226 0.095 -0.188
F -17.4333 -14.0579 -3.1207 0.673 -0.102 0.470
O -12.4567 -13.9295 -2.1188 0.082 -0.235 -0.509
H -13.6909 -11.7049 2.0524 -0.468 -0.295 0.285
N -12.8399 -14.7296 -0.0133 -0.198 0.656 -0.592
N -13.8778 -11.9555 1.0988 -0.083 -0.196 -0.602
C -16.3449 -9.3691 -3.1085 0.154 -0.767 0.993
H -9.1159 -8.7232 -6.8788 -0.289 0.645 -0.173
N -12.5311 -10.1681 0.7181 0.438 -0.288 0.185
F -17.6617 -12.3732 -1.4038 0.614 -0.189 0.243
C -9.6502 -11.7454 -1.7177 -0.068 -0.877 -0.596
H -16.2536 -10.8259 -7.2867 -0.203 -0.198 -0.371
H -8.2423 -10.7411 -7.0249 -0.083 0.221 -0.113
N -16.7112 -8.5021 -4.0470 -0.102 0.252 -0.591
C -13.3670 -11.1058 0.1903 0.794 1.597 -0.113
H -17.9306 -12.9650 -4.3323 -0.055 -0.067 -0.015
Tl -13.1961 -11.7240 -3.8795 -0.389 0.127 1.158
F -15.5794 -15.1582 -1.8120 -0.016 0.731 -0.137
C -10.0910 -10.3114 -6.1221 -0.070 1.304 -0.365
N -9.9406 -8.9837 -6.3699 0.126 -0.693 0.279
As -16.5972 -13.7723 -1.5912 -1.926 -1.501 0.521
N -17.0321 -11.3388 -6.9069 1.032 0.851 0.248
H -10.1352 -11.2644 0.2253 -0.016 0.014 -0.017
H -18.8637 -12.3170 -5.6662 -0.183 0.101 0.057
C -16.8681 -11.8385 -5.6633 -1.218 -1.706 -1.088
F -17.7861 -14.7894 -0.7749 1.047 1.045 -0.615
```
Positions in Å, forces in eV/Å.

=====

Question: Among the records above, which one has the highest energy above the lowest of the compared OMol25 structures with the same formula, charge and spin?
Answer: number 3

=====

Please write out number 3 again, unchanged.
This record from OMol25 describes a cluster of 6 separate species, C6H23NO6 in total in a non-equilibrium geometry. The level of theory is ωB97M-V/def2-TZVPD.

Calculated values
- Energy above the lowest of the compared OMol25 structures with the same formula, charge and spin: 84.77 kcal per mole
- SMILES: C=C(C)C[C@@H](N)CO.O.O.O.O.O
- Max |F|: 0.0822 Eh/bohr
- Orbital gap: 0.3647 hartree
- Spin multiplicity: 1
- Charge: 0
- E_HOMO: -0.3466 Ha

```
36
Properties=species:S:1:pos:R:3:forces:R:3
H -3.2727 -1.2961 -0.3222 0.649 -0.384 -4.142
C -1.1476 1.9171 1.8323 -1.255 2.082 -2.751
O -1.5198 1.1209 2.8526 0.964 0.282 2.835
H -0.6066 -1.4189 3.8875 0.335 -1.471 -1.083
H 0.1250 -1.3514 2.5514 -1.073 -2.345 1.341
C 0.6456 0.1080 -2.0591 2.358 -1.293 -2.183
H 1.5875 -0.7240 0.0318 0.395 -0.925 0.481
H 3.0638 1.4899 -1.1126 0.060 0.007 -0.182
C 0.9523 1.2190 -1.3900 -0.919 -0.160 -0.678
H 2.4042 1.7608 -2.7890 0.304 0.395 1.537
O -3.4002 -1.0769 0.5449 -0.463 -0.215 3.794
H 0.1095 2.9502 -0.3656 -0.047 -1.308 -0.204
H -0.6236 2.7711 2.3118 -0.108 -0.316 -0.739
H 2.6967 -1.5927 0.6003 2.225 0.106 1.239
N 1.0684 0.9727 1.3767 1.301 0.484 -2.721
C -0.1191 1.8405 -0.5520 1.595 2.429 1.586
H -2.0397 2.3162 1.2200 0.816 -0.212 1.082
C 2.2377 1.9430 -1.6740 0.794 -2.362 -1.696
O 1.8817 -1.6622 0.1822 -2.613 0.814 -1.275
O 0.8610 -2.7628 -2.1121 -0.438 0.165 1.153
H 0.8496 -2.3690 -1.1853 0.772 -0.911 -1.488
H -2.2790 -1.7074 -2.3068 -0.786 -0.136 -0.200
H 1.4165 -0.4675 -2.7347 -1.237 1.589 1.384
H -2.0961 0.4598 2.5751 -1.658 -1.895 -0.979
H 1.8633 1.6105 1.1824 -1.230 -0.055 -0.713
H 1.1169 0.9613 2.3310 -0.659 -0.453 3.150
H -1.3494 -2.6313 -1.6581 -3.058 -0.510 -0.152
O -0.3217 -2.0645 3.1669 0.774 3.857 -0.345
H -0.6336 0.0055 0.6658 -0.044 3.297 0.230
O -2.3945 -2.5213 -1.7887 3.943 0.564 0.107
C -0.3046 1.2093 0.8041 2.100 -3.640 0.461
H -0.2850 -0.4152 -2.2076 -0.523 0.303 0.896
H 1.5469 -3.4504 -2.1013 -0.414 0.373 0.234
H 2.2967 2.9767 -1.5020 -0.511 1.416 0.390
H -3.3564 -1.9958 0.8711 -0.075 0.635 0.566
H -0.9737 1.8753 -1.1269 -2.273 -0.207 -0.938
```
Positions in Å, forces in eV/Å.

=====

Question: Among the records above, which one has the lowest max |F|?
Answer: number 2